Record 1
4 unconnected molecules or ions with the total composition C2H12O3S2 at a distorted geometry, computed with the ωB97M-V functional and the def2-TZVPD basis.

Structure (XYZ):
```
19
Properties=species:S:1:pos:R:3:forces:R:3:mulliken_charge:R:1
C 2.06524 -1.10360 -1.46301 0.5 -0.7 0.1 -1.028
C 1.70025 -0.77026 -0.03895 -0.4 -0.6 1.6 -0.423
S 0.48214 0.57952 0.25708 0.0 0.2 -0.6 -0.050
S -0.07303 0.01161 2.18540 0.1 -0.2 0.6 -0.249
H 1.40785 -1.82891 -1.94496 -0.6 0.7 -0.1 0.286
H 2.30654 -0.21869 -2.04665 -0.2 -0.1 -0.3 0.313
H 2.97482 -1.70999 -1.40600 0.3 0.3 0.1 0.321
H 1.25424 -1.61931 0.48571 -0.1 -0.2 -0.5 0.283
H 2.58894 -0.59180 0.57065 0.1 0.6 -0.3 0.394
H -1.30276 0.56081 2.34338 0.3 0.0 -0.6 0.151
H -2.61991 -0.77187 -2.51581 -0.3 0.2 -0.7 0.312
H -3.54293 0.25999 -3.15662 -0.2 0.3 0.0 0.320
O -3.08628 -0.55806 -3.34766 0.5 -0.4 0.6 -0.632
H -0.03760 5.09452 0.46126 -0.2 0.7 0.3 0.288
H 0.72431 4.05944 -0.30235 -0.7 -0.2 0.6 0.308
O -0.03022 4.15490 0.31894 0.9 -0.5 -0.8 -0.595
H -1.11038 -3.83454 0.43720 0.1 -0.1 0.0 0.280
H -1.19032 -2.33762 0.30815 -0.3 0.7 0.2 0.308
O -0.60035 -3.06721 0.16135 0.3 -0.6 -0.2 -0.586
```
Forces are in eV/Å.

Results
Charge ... 0
Kohn-Sham gap ... 8.572 eV
SMILES string ... CCSS.O.O.O
Lowest unoccupied orbital energy ... 0.42 eV



Record 2
5 unconnected molecules or ions with the total composition C2H12O4 at a distorted geometry, computed with the ωB97M-V functional and the def2-TZVPD basis.

Structure (XYZ):
```
18
Properties=species:S:1:pos:R:3:forces:R:3:mulliken_charge:R:1
C -3.83511 1.42619 2.56892 -2.3 -1.0 -1.8 -0.459
C -4.03643 0.07409 2.69717 -0.9 2.0 -0.8 -0.479
H -3.65150 2.03384 3.40227 2.5 0.8 0.8 0.258
H -4.32932 2.02768 1.72012 -0.3 -1.2 1.7 0.193
H -3.33915 -0.65639 2.98218 0.9 -0.4 1.9 0.266
H -5.02526 -0.32766 2.52268 0.1 -0.3 -1.8 0.221
H 2.42590 2.11888 -1.31707 -0.3 0.0 0.0 0.297
H 1.44092 0.95275 -0.96164 -0.4 0.2 -0.2 0.344
O 2.35103 1.24358 -0.93286 0.8 -0.3 0.3 -0.638
H 3.50533 -0.98016 1.46169 0.1 -0.9 -1.6 0.312
H 3.49216 -0.11626 0.23810 0.1 -2.2 -0.3 0.336
O 3.57649 -1.10950 0.46910 -0.3 3.0 1.6 -0.632
H 1.51083 -3.35353 -1.52739 -0.3 0.1 -0.1 0.297
H 2.46974 -2.21193 -1.33103 -1.1 0.2 -0.1 0.329
O 1.54172 -2.39355 -1.62065 1.3 -0.1 0.3 -0.631
H 1.09820 0.87398 -3.86250 -2.1 0.0 0.2 0.334
H 0.60472 -0.16088 -2.99805 -0.8 -0.4 0.2 0.303
O 0.19971 0.55886 -3.51103 3.0 0.3 -0.3 -0.650
```
Forces are in eV/Å.

Results
Charge ... 0
Kohn-Sham gap ... 9.204 eV
SMILES string ... C=C.O.O.O.O
Lowest unoccupied orbital energy ... 0.55 eV



Record 3
A molecular structure, C2H13CuN2O3S at a distorted geometry, computed with the ωB97M-V functional and the def2-TZVPD basis.

Structure (XYZ):
```
22
Properties=species:S:1:pos:R:3:forces:R:3:mulliken_charge:R:1
C 3.18599 0.29232 -1.04278 0.4 -0.4 -0.1 -0.687
Cu 1.30382 0.28358 -0.87374 0.8 0.0 -0.1 -0.775
N -2.47330 -0.85957 -0.93256 0.1 -0.1 0.3 -2.365
N 0.18432 1.86042 -1.50651 -0.7 1.3 -0.8 -0.676
H -3.44965 -0.53908 -0.94083 -0.2 0.2 0.0 1.276
H -1.79288 -0.08566 -0.73094 -0.4 -0.4 -0.2 0.032
H 3.56094 -0.63886 -0.59316 0.3 0.3 -0.2 0.163
H 3.57169 1.17513 -0.50853 0.2 -0.2 -0.2 0.153
H 3.40821 0.35062 -2.11792 0.4 0.0 0.2 0.154
H -0.27777 2.20998 -0.66480 0.0 -0.1 -0.3 0.233
H -0.53140 1.57823 -2.18206 0.0 0.2 0.2 0.318
H 0.71630 2.62242 -1.93228 -0.2 -0.3 0.2 0.282
H -2.26136 -1.29820 -1.84048 0.0 0.0 -0.2 0.737
H -2.27025 -1.53803 -0.14032 -0.2 0.3 -0.4 0.483
C -0.51215 -0.24304 2.80063 0.0 0.0 0.1 -0.958
S -0.17865 -1.14073 1.28906 0.1 1.2 -2.0 0.649
O 1.14592 -1.71596 1.31579 -0.8 0.0 0.7 -0.511
O -1.30928 -2.06399 1.08673 0.6 0.0 0.8 -0.547
O -0.26660 -0.03723 0.21134 -0.7 -1.6 2.5 0.075
H -0.38504 -0.92438 3.64554 0.0 0.0 -0.1 0.361
H -1.55158 0.10925 2.77170 0.3 -0.1 -0.1 0.295
H 0.18272 0.60278 2.88612 -0.2 -0.3 -0.2 0.307
```
Forces are in eV/Å.

Results
Charge ... -1
Kohn-Sham gap (spin up / spin down) ... 3.379 / 5.996 eV
⟨S²⟩ ... 0.751
Lowest unoccupied orbital energy (spin up / spin down) ... 3.13 / 3.10 eV
2S+1 ... 2



Record 4
3 unconnected molecules or ions with the total composition C2H13N2O2 at a distorted geometry, computed with the ωB97M-V functional and the def2-TZVPD basis.

Structure (XYZ):
```
19
Properties=species:S:1:pos:R:3:forces:R:3:mulliken_charge:R:1
C 0.07311 1.67396 1.45763 -0.5 0.2 -0.1 -0.491
N 0.48843 0.70801 2.46129 -0.1 -0.2 0.0 -0.837
C 0.40068 1.11484 0.09101 0.6 -0.9 -0.4 -1.402
N -0.12899 -0.28116 -0.08265 0.0 0.2 0.7 -0.869
H -1.00562 1.84842 1.56264 0.2 0.0 0.0 0.434
H 0.56788 2.63924 1.56752 0.1 0.2 -0.1 0.333
H 0.24909 1.00879 3.39595 0.0 0.0 0.0 0.277
H 1.48749 0.54518 2.42227 0.1 0.0 0.0 0.362
H 0.14022 1.65051 -0.81781 -0.5 0.4 0.3 0.553
H 1.47924 0.99355 -0.00205 0.2 0.0 0.2 0.360
H 0.43145 -0.77382 -0.82140 -0.4 0.0 -0.1 0.485
H -1.12797 -0.26935 -0.30654 -0.1 -0.2 -0.5 0.510
H -0.04743 -0.80877 0.81057 0.2 0.2 -0.3 0.744
H -2.40003 -2.26011 -0.85406 0.3 0.0 0.0 0.444
H -3.11211 -1.71271 -2.05176 0.1 0.2 -0.2 0.403
O -2.26486 -1.64400 -1.59070 -0.4 -0.2 0.2 -1.052
H 1.42829 -1.20714 -3.15056 0.0 0.0 0.0 0.352
H 2.07849 -1.81804 -1.87580 0.0 0.0 0.0 0.387
O 1.26264 -1.40740 -2.21556 0.1 -0.1 0.1 -0.993
```
Forces are in eV/Å.

Results
Charge ... 0
Kohn-Sham gap (spin up / spin down) ... 3.278 / 10.701 eV
⟨S²⟩ ... 0.750
Lowest unoccupied orbital energy (spin up / spin down) ... 0.78 / 0.61 eV
2S+1 ... 2



Record 5
3 unconnected molecules or ions with the total composition C2H13N2O2 at a distorted geometry, computed with the ωB97M-V functional and the def2-TZVPD basis.

Structure (XYZ):
```
19
Properties=species:S:1:pos:R:3:forces:R:3:mulliken_charge:R:1
C -0.74182 -2.23223 -1.16676 0.1 0.0 -0.3 -0.332
N -1.70501 -1.12219 -1.09382 -0.4 -0.3 -0.8 -0.692
C 0.60798 -1.73030 -0.65891 0.8 0.6 0.2 -0.623
N 0.36612 -0.61230 0.33831 0.2 -0.7 0.3 -0.201
H -1.06461 -3.09942 -0.59989 -0.3 0.2 0.3 0.385
H -0.59842 -2.59107 -2.18393 0.0 -0.1 -0.1 0.305
H -2.64986 -1.46766 -1.27036 0.2 0.0 0.5 0.266
H -1.55372 -0.53189 -1.91353 0.1 0.1 0.2 0.223
H 1.20856 -2.47945 -0.15200 -0.2 -0.2 0.0 0.354
H 1.25743 -1.34201 -1.44879 -0.4 0.2 0.0 0.272
H 1.01135 0.19131 0.25218 0.1 0.0 -0.4 0.251
H 0.49793 -0.98744 1.27250 -0.2 0.1 0.2 0.377
H -0.63662 -0.35499 0.19781 0.1 0.1 0.0 0.458
H -1.62042 4.18323 2.79979 0.3 0.0 -0.3 0.327
H -0.31240 4.45125 3.48994 0.2 0.0 -0.2 0.327
O -0.66555 4.20293 2.62661 -0.4 -0.1 0.4 -0.650
H 1.53958 2.28095 0.03786 0.6 0.2 -0.1 0.332
H 3.00129 1.72341 -0.27516 -0.3 0.3 0.1 0.320
O 2.05818 1.51787 -0.25186 -0.4 -0.4 0.0 -0.699
```
Forces are in eV/Å.

Results
Charge ... +1
Kohn-Sham gap ... 11.221 eV
Lowest unoccupied orbital energy ... -2.93 eV



Record 6
3 unconnected molecules or ions with the total composition C2H13N2O2 at a distorted geometry, computed with the ωB97M-V functional and the def2-TZVPD basis.

Structure (XYZ):
```
19
Properties=species:S:1:pos:R:3:forces:R:3:mulliken_charge:R:1
N 0.94691 0.23491 0.01466 -4.8 -1.3 0.7 -0.262
C 0.08668 -0.13805 -1.18101 -0.7 -2.8 0.4 -0.634
C -1.40883 0.39910 -1.08882 1.0 -2.2 -4.1 -0.484
N -2.33581 -0.73827 -1.54689 3.8 0.7 0.0 -0.574
H 0.88209 1.20718 0.36191 -0.8 -0.2 0.2 0.404
H 0.60202 -0.49236 0.72355 1.4 1.2 -0.3 0.381
H 1.88237 0.16074 -0.12760 3.6 -1.1 -0.7 0.297
H 0.66657 0.04715 -2.06392 -0.2 1.1 -0.6 0.414
H 0.00832 -1.32522 -1.28830 0.2 2.4 1.0 0.307
H -1.62834 0.94328 -0.20604 -0.5 0.0 0.9 0.514
H -1.42353 1.04353 -1.96343 -0.2 1.0 0.5 0.256
H -3.22661 -0.70362 -1.18309 -2.2 0.2 0.6 0.190
H -2.28775 -0.85897 -2.57188 -0.4 0.3 1.1 0.234
H 1.48613 3.33325 1.26659 -0.5 -3.0 0.2 0.335
H 1.15350 2.50713 2.47736 -0.1 -0.7 -0.3 0.311
O 1.28225 2.33879 1.52268 0.7 4.2 0.3 -0.662
H 1.77921 -2.70276 1.72131 -2.5 0.7 0.0 0.322
H 0.08565 -2.63638 1.83013 1.5 -0.2 0.0 0.334
O 0.92720 -2.15950 1.64831 0.8 -0.4 -0.1 -0.682
```
Forces are in eV/Å.

Results
Charge ... +1
Kohn-Sham gap ... 9.718 eV
Lowest unoccupied orbital energy ... -3.00 eV



Record 7
3 unconnected molecules or ions with the total composition C2H13N2O2 at a distorted geometry, computed with the ωB97M-V functional and the def2-TZVPD basis.

Structure (XYZ):
```
19
Properties=species:S:1:pos:R:3:forces:R:3:mulliken_charge:R:1
N 0.31517 -0.58715 -0.39030 2.1 -0.8 -4.0 -0.207
C 0.09038 0.89072 -0.68109 -0.2 -1.8 2.4 -0.423
C -0.89128 1.41353 0.37386 0.7 0.1 0.6 -0.536
N -0.55189 2.82894 0.39126 -1.8 1.2 2.6 -0.624
H -0.36944 -1.31072 -0.64826 -0.8 0.5 -1.1 0.220
H 0.31925 -0.75385 0.55020 1.0 -0.1 3.5 0.355
H 1.25282 -0.89196 -0.82589 -1.8 0.4 1.2 0.372
H -0.22991 0.98176 -1.65309 -1.0 0.2 -2.2 0.357
H 1.08158 1.35798 -0.63145 -0.4 0.0 0.5 0.301
H -0.67642 0.97853 1.38923 -0.2 -0.2 -1.0 0.309
H -2.00004 1.37433 0.24552 1.1 -0.9 -0.6 0.355
H -0.03537 2.95804 1.32277 -1.1 0.5 -1.9 0.248
H -1.54283 3.19894 0.51816 2.3 0.7 0.1 0.302
H -2.88921 -2.24107 -1.31690 1.7 -0.3 0.6 0.320
H -1.82726 -3.33474 -0.83233 -0.4 1.7 -0.3 0.324
O -1.95592 -2.34852 -0.96319 -1.1 -1.4 -0.3 -0.686
H 3.45138 -1.16359 1.73222 3.8 0.9 4.0 0.285
H 3.28625 -1.52111 0.36668 -0.3 -0.1 0.1 0.316
O 2.78614 -1.29530 1.16566 -3.5 -0.8 -4.2 -0.587
```
Forces are in eV/Å.

Results
Charge ... +1
Kohn-Sham gap ... 10.431 eV
Lowest unoccupied orbital energy ... -3.15 eV



Record 8
A molecular structure, C2H13N3O3 at a distorted geometry, computed with the ωB97M-V functional and the def2-TZVPD basis.

Structure (XYZ):
```
21
Properties=species:S:1:pos:R:3:forces:R:3:mulliken_charge:R:1
C 0.36214 -0.15362 -1.33711 -3.9 -1.0 -1.4 -1.118
N -0.34582 0.68919 -0.42211 -4.4 -4.6 -0.5 0.139
C -1.45163 0.20497 0.42548 0.1 0.7 -0.1 -0.108
N -2.41032 1.27412 0.62127 -0.9 -1.2 -0.9 -0.578
N -1.78368 -1.09573 0.12083 -0.4 1.2 -0.4 -0.589
H -0.33836 -0.70365 -2.04431 -0.1 0.5 0.5 0.291
H 1.14173 0.38794 -1.80448 0.0 0.1 -0.7 0.394
H 0.79434 -1.06618 -0.87275 0.0 0.4 0.0 0.547
H 0.42617 1.20275 0.03728 0.9 1.7 0.9 0.423
H -2.79764 1.59053 -0.26585 0.3 0.5 0.5 0.245
H -2.06559 1.98055 1.24842 -0.2 0.3 -0.2 0.245
H -2.68324 -1.10695 -0.36320 -0.3 -0.2 0.3 0.240
H 2.10781 0.20634 -0.19374 0.8 -0.8 0.2 0.443
H 3.22653 -1.19839 -0.28145 -0.2 0.2 0.1 0.185
O 2.30957 -0.91728 -0.18302 1.1 -0.1 0.7 -0.776
H -1.00646 0.15616 1.48342 0.6 -0.4 -1.1 0.493
H 2.17138 2.02201 0.10398 0.2 0.1 0.1 0.209
O 1.57774 1.36933 -0.27313 5.6 3.2 1.3 -0.782
H -0.51594 -1.73202 1.28156 -0.6 -0.6 -0.4 0.412
H 0.95869 -1.46078 0.99988 0.2 -0.2 0.5 0.422
O 0.32256 -1.64928 1.71904 1.0 0.3 0.5 -0.735
```
Forces are in eV/Å.

Results
Charge ... 0
Kohn-Sham gap ... 5.917 eV
Lowest unoccupied orbital energy ... -3.21 eV



Record 9
A molecular structure, C2H13N6 at a distorted geometry, computed with the ωB97M-V functional and the def2-TZVPD basis.

Structure (XYZ):
```
21
Properties=species:S:1:pos:R:3:forces:R:3:mulliken_charge:R:1
C -2.13219 -1.05542 -1.60458 -1.2 1.3 1.1 0.750
C 0.82453 -0.32367 0.76259 -1.7 -1.7 1.5 0.125
N -2.66895 0.22665 -1.50561 -0.6 -3.2 -0.7 -0.381
N -3.02485 -2.06516 -1.70253 -1.4 2.0 -0.3 -0.425
N -0.87277 -1.31420 -1.42836 -0.4 0.1 -0.4 -0.560
N 1.67789 -0.08375 1.74154 0.3 -0.2 0.0 -0.245
N 0.66595 0.34946 -0.29626 -1.1 0.1 -3.0 -0.469
N 3.24104 2.39112 2.16625 2.5 0.3 0.2 -0.887
H -3.62562 0.30220 -1.82240 0.3 0.4 0.1 0.195
H -2.13839 1.03677 -1.37356 0.9 1.0 0.1 0.197
H -4.03921 -1.84384 -1.71784 1.4 -0.8 -0.1 0.199
H -2.65911 -2.97517 -1.79810 -0.2 -1.0 -0.2 0.188
H -0.02894 -1.17461 0.83947 2.3 1.7 0.4 0.234
H -0.72793 -2.31912 -1.40216 0.6 0.4 0.0 0.143
H 2.30702 0.71926 1.62262 0.1 0.0 0.5 0.265
H 1.77321 -0.64379 2.58223 -0.3 0.1 -0.5 0.225
H -0.15244 -0.38521 -1.00730 0.7 -0.1 0.2 0.454
H 1.24746 0.99926 -0.82273 0.3 -0.1 1.2 0.203
H 4.19602 2.57659 1.71840 -1.8 -0.4 0.7 0.268
H 3.48226 2.41138 3.20492 -1.0 0.4 -1.8 0.264
H 2.65504 3.17125 1.84340 0.3 -0.2 0.9 0.257
```
Forces are in eV/Å.

Results
Charge ... +1
Kohn-Sham gap ... 10.992 eV
Lowest unoccupied orbital energy ... -2.40 eV



Record 10
A molecular structure, C2H13NO3 at a distorted geometry, computed with the ωB97M-V functional and the def2-TZVPD basis.

Structure (XYZ):
```
19
Properties=species:S:1:pos:R:3:forces:R:3:mulliken_charge:R:1
H 0.56167 0.22824 0.38125 1.7 1.7 -0.5 0.343
O 1.68844 0.79038 0.33046 -1.7 -1.1 -1.6 -0.848
N -0.49430 -0.10120 -0.22112 -1.5 -0.8 -1.0 -0.276
H 1.85845 0.85971 1.23025 1.0 0.5 2.5 0.168
H -0.94438 0.71481 -0.73039 2.0 -1.3 0.2 0.326
C -1.65860 -0.74240 0.40611 -1.3 -0.6 1.5 -0.287
H -1.89559 -1.74395 -0.02518 -0.3 1.1 -0.4 0.253
H -2.49624 0.05137 0.34046 0.9 -1.9 0.0 0.299
H 0.03942 -0.79173 -0.80187 -1.0 1.3 -0.1 0.224
C -1.39809 -1.05495 1.91038 -0.5 2.3 0.3 -1.121
H -2.29594 -1.40657 2.48806 0.9 0.1 -0.8 0.327
H -0.53111 -1.68494 2.07695 0.0 -0.3 -0.1 0.324
H -1.13700 -0.03501 2.31003 -0.1 -1.0 0.2 0.283
O 0.38233 2.53071 -1.56264 -1.4 -0.5 -2.5 -0.694
H 0.49774 1.76527 -2.16494 -0.4 0.9 -0.4 0.329
H 0.93543 2.16779 -0.91941 1.8 -0.5 2.9 0.357
O 2.20649 -0.38266 -2.04908 -0.9 -3.0 -0.4 -0.653
H 2.60665 0.13916 -1.36786 0.2 0.5 1.2 0.341
H 2.07460 -1.30405 -1.63145 0.6 2.4 -1.0 0.306
```
Forces are in eV/Å.

Results
Charge ... 0
Kohn-Sham gap ... 10.224 eV
Lowest unoccupied orbital energy ... 0.36 eV



What is the charge in the second record? 0